{
  "formula": "C11H6Cl2N2",
  "method": "the ωB97M-V functional and the def2-TZVPD basis",
  "energy_ha": -1452.6432,
  "de_lowest_ev": 0.000,
  "gap_ev": 8.21,
  "smiles": "N#CC1=CC=N[C@@]1(Cl)c1ccc(Cl)cc1",
  "homo_energy_ev": -9.38,
  "species": ["N", "C", "C", "C", "C", "N", "C", "Cl", "C", "C", "C", "C", "Cl", "C", "C", "H", "H", "H", "H", "H", "H"],
  "xyz": [[-1.616138, 2.776251, -1.632624], [-1.758885, 1.733813, -1.174540], [-1.936395, 0.464940, -0.618291], [-2.766527, -0.523159, -1.013376], [-2.561656, -1.618346, -0.082808], [-1.689679, -1.371260, 0.815250], [-1.182475, -0.051135, 0.601981], [-1.667584, 0.947286, 2.029052], [0.314899, 0.002948, 0.453146], [0.954828, 1.227853, 0.298120], [2.326762, 1.281066, 0.146057], [3.060906, 0.104300, 0.148458], [4.773312, 0.168073, -0.047052], [2.433988, -1.121175, 0.310281], [1.060582, -1.168807, 0.463609], [-3.452077, -0.519295, -1.839013], [-3.076393, -2.562963, -0.111764], [0.383363, 2.143002, 0.304994], [2.824590, 2.230214, 0.027177], [3.014845, -2.029539, 0.319302], [0.559736, -2.114064, 0.602040]],
  "forces_ev_per_angstrom": [[0.1, 0.2, -0.1], [-0.1, 0.6, -0.4], [-0.6, -1.4, 0.3], [0.4, 1.0, -0.1], [0.3, -0.1, 0.4], [-0.1, -0.7, 0.3], [0.0, 0.6, 0.0], [-0.1, 0.0, -0.1], [0.1, -0.2, -0.1], [0.0, -0.1, 0.0], [0.0, 0.0, 0.0], [-0.3, -0.1, 0.0], [0.2, 0.0, 0.0], [0.2, 0.1, 0.0], [-0.1, 0.1, 0.0], [-0.1, 0.1, -0.2], [-0.1, -0.2, 0.0], [0.0, 0.1, 0.0], [0.1, 0.1, 0.0], [0.1, -0.1, 0.0], [0.0, -0.1, 0.0]],
  "nbo_charge": [-0.2586, 0.2537, -0.1272, -0.1784, 0.0861, -0.3825, 0.1115, -0.0069, -0.0902, -0.1845, -0.2130, -0.0330, 0.0168, -0.2425, -0.1291, 0.2386, 0.2094, 0.2363, 0.2319, 0.2299, 0.2317]
}